Molecular formula: C41H30F10N7O2SYb
Method: DFT, ωB97M-V with the def2-TZVPD basis set

Structure (XYZ):
```
92
Properties=species:S:1:pos:R:3:forces:R:3:mulliken_charge:R:1
F -2.8308 -3.2567 -3.9797 0.22 -0.01 0.03 -0.35
F -1.5654 2.1962 -4.4466 0.24 0.03 0.04 -0.34
H 0.0938 2.8934 4.0689 0.07 -0.09 -0.10 0.44
C 4.0870 0.7826 0.8797 -0.07 -0.10 -0.09 0.32
C 6.0403 -0.5240 1.3547 -0.11 -0.03 -0.13 -0.55
C 6.7976 0.6332 1.4123 0.07 -0.09 0.01 -0.56
H 6.7819 2.7704 1.3102 0.06 0.08 -0.05 0.39
C 0.4657 -4.3292 -5.0509 -0.20 0.09 0.17 0.57
O 0.0607 0.9605 3.3623 0.20 -0.61 0.37 -0.43
S 2.8634 -0.5126 -4.5755 0.46 0.02 -0.81 -0.41
N 2.3735 -1.3932 1.2312 -0.36 -0.18 -0.01 0.03
C 4.6754 -0.4562 1.0926 -0.09 0.01 0.03 -0.34
H 4.6447 -3.6643 0.7650 -0.11 0.02 -0.01 0.44
C 0.6050 -3.4847 -2.8226 -0.21 0.43 0.64 -0.36
H -2.0666 2.2644 4.8014 0.07 -0.11 0.06 0.35
C 4.8436 1.9397 0.9426 0.08 0.04 0.00 -0.45
C -2.1858 3.4667 3.0278 0.07 0.11 -0.09 0.48
H 3.0257 0.8297 0.6946 -0.03 0.08 -0.06 0.09
C 1.2257 -4.0340 -3.9193 -0.03 -0.04 -0.08 -0.48
F 1.0724 1.5473 -0.5187 0.10 0.36 -0.65 0.26
H 1.0366 2.5909 2.5827 -0.09 -0.07 0.02 0.19
F 1.0305 -4.8720 -6.1397 -0.07 0.11 0.19 -0.32
C -0.9565 0.4848 2.6193 -0.36 0.69 -0.17 -0.32
C -2.5015 3.1415 4.3427 -0.07 0.00 -0.08 -0.29
Yb -0.1339 -0.7310 -0.7600 -1.51 0.45 -1.19 0.48
C -3.4223 0.6504 -0.9787 0.32 0.33 -0.38 -1.35
O 2.5862 -3.5355 0.6229 -0.56 -0.57 0.25 -0.52
C 1.8239 3.2468 -3.6942 -0.25 -0.03 0.03 0.48
H 7.8555 0.5721 1.6254 0.05 -0.01 0.01 0.38
C 3.8005 -1.6668 1.2851 0.21 -0.59 0.01 0.14
C -1.1123 -3.2750 3.1467 -0.02 0.39 -0.05 -0.82
N -1.1986 -2.6935 -1.5380 -0.17 1.45 0.78 -0.26
C -0.4303 2.3762 -3.7323 -0.04 -0.32 0.46 0.59
C 2.0960 -0.5868 -3.2040 -0.48 0.00 0.96 0.58
C -2.5786 1.0737 -2.1820 -0.14 -0.12 0.32 -0.91
C 3.8976 -2.9492 0.4281 0.55 0.56 -0.13 -0.63
H -4.0896 6.2448 2.7281 -0.02 0.09 -0.03 0.39
H -2.5840 -3.2631 -0.1137 -0.16 -0.04 -0.13 0.28
H -4.5692 5.7044 5.0876 -0.09 0.03 0.03 0.39
F 2.8217 3.9101 -4.2987 -0.14 -0.09 0.13 -0.35
C -2.7728 4.5850 2.4529 0.03 -0.11 0.01 -0.41
F -1.6528 -4.3233 -6.0946 0.16 0.04 0.15 -0.31
C -1.1678 2.6445 2.2706 0.24 0.27 0.20 0.11
C -1.4499 -1.9404 3.3669 0.16 -0.21 -0.10 -0.29
H -3.3168 -1.7835 1.2872 -0.08 -0.11 0.02 0.32
H -2.5487 4.8500 1.4303 0.08 -0.02 -0.13 0.41
N -1.6679 1.3079 1.9777 -0.24 -0.67 -0.04 0.14
C 0.6037 3.0583 -4.3428 0.44 0.18 0.18 0.21
C -0.7731 -3.1811 -2.7242 0.67 -1.01 -1.13 0.71
N 1.5206 -0.6293 -2.1683 0.19 -0.06 -0.28 -0.62
C 0.1087 2.3659 3.1142 0.03 0.71 -0.19 -0.64
N -1.1901 1.0829 -1.7471 -0.32 -1.36 0.64 0.34
F 1.3209 -3.1964 -1.6867 0.01 -0.71 -0.78 0.39
C -1.5009 -3.5169 -3.8937 0.12 0.34 0.45 0.65
H -3.4172 -1.3992 -2.3771 0.04 -0.03 0.11 0.45
H 0.2357 -4.6046 2.1115 0.10 -0.07 0.02 0.61
H -2.9138 2.0726 -2.4889 0.04 -0.14 0.04 0.64
C 0.9353 2.0834 -1.8082 -0.55 -0.12 0.05 -0.30
C -0.9302 -0.9944 2.4949 0.18 -0.18 -0.03 -0.29
C 0.4151 -2.5678 1.4550 -0.78 -0.15 0.69 1.01
H -4.4933 0.6342 -1.2390 0.09 -0.05 0.05 0.32
C -0.1342 -3.5969 2.2138 0.16 0.17 -0.39 -0.74
H 4.0365 -2.7294 -0.6364 -0.15 -0.05 0.09 0.38
N -2.9922 -0.6510 -0.4514 -0.08 0.04 -0.06 1.70
N -0.1002 -1.3180 1.5069 -0.18 -0.74 0.47 0.54
C -3.6407 5.3764 3.1866 -0.06 0.11 0.03 -0.67
H -2.7230 0.4046 -3.0425 -0.15 0.14 0.11 0.48
H -2.0900 -1.6571 4.1882 -0.05 0.09 -0.02 0.60
H 3.9717 -1.9666 2.3382 -0.09 -0.02 -0.20 0.35
C -0.8980 -4.0556 -5.0194 0.32 -0.18 -0.07 -0.09
H -1.5456 -4.0538 3.7575 -0.01 -0.01 0.04 0.47
H -4.5158 -1.9708 -1.1136 -0.02 0.08 0.00 0.36
H -0.9408 3.1156 1.3118 0.05 0.09 0.12 0.41
F 0.4284 3.5518 -5.5742 0.08 -0.11 0.19 -0.32
C -0.3077 1.8114 -2.4340 1.08 1.24 -0.64 -0.28
H 4.3739 2.8989 0.7823 -0.05 0.06 -0.03 0.43
H -3.2621 1.3912 -0.1910 -0.07 -0.06 -0.04 0.26
C 1.8019 -2.5119 0.9705 1.28 0.83 0.03 -0.11
C -2.5833 -2.9585 -1.1722 0.05 0.18 0.03 -1.48
C -3.3631 3.9358 5.0776 0.04 -0.08 0.07 -0.83
C -3.9213 5.0663 4.5056 -0.08 0.06 -0.04 -0.45
C 1.9788 2.7565 -2.3990 -0.05 0.10 -0.03 -0.19
F 2.5304 -4.3248 -3.8796 -0.16 0.07 -0.08 -0.31
C 6.1965 1.8674 1.2256 0.02 0.08 -0.03 -0.63
H -3.5912 3.6797 6.1017 -0.01 -0.03 0.08 0.38
C -3.4679 -1.7245 -1.3369 0.27 -0.50 -0.05 -1.09
F 3.1155 2.9713 -1.7246 -0.07 -0.09 -0.12 -0.23
C -3.6072 -0.8253 0.8629 -0.07 -0.03 0.16 -1.29
H -4.7036 -0.7921 0.7957 0.00 -0.05 -0.05 0.47
H 6.5055 -1.4824 1.5350 0.08 -0.12 0.05 0.41
H -3.2793 -0.0261 1.5222 -0.10 -0.08 -0.05 0.08
H -2.9941 -3.7855 -1.7560 -0.04 -0.01 0.17 0.68
```
Positions in Å, forces in eV/Å.

E_LUMO (spin up / spin down): -1.495 / -1.497 eV
Total charge: 0
Spin multiplicity: 2
<S²>: 0.751
E_HOMO (spin up / spin down): -7.25 / -7.26 eV
Kohn-Sham gap (spin up / spin down): 0.2117 / 0.2117 Ha
Calculated total energy: -4669.6741 hartree

Molecular formula: C41H31BrClFFeN6O5S
Method: DFT, ωB97M-V with the def2-TZVPD basis set

Structure (XYZ):
```
88
Properties=species:S:1:pos:R:3:forces:R:3:mulliken_charge:R:1
C 6.3580 15.5416 15.5180 -1.85 0.01 0.06 -0.32
H 13.1225 13.3839 16.3176 0.33 -0.26 0.06 0.36
H 10.4958 16.0125 11.2203 -1.59 1.03 -0.22 0.10
H 10.8457 17.9791 8.4421 -0.40 -1.10 0.21 0.32
H 12.6517 11.8048 12.1607 -0.31 0.31 1.64 0.52
C 10.3657 16.8441 19.2426 -0.29 -0.90 -0.40 -0.41
C 8.9329 11.6084 16.8259 0.06 3.43 0.34 -0.28
C 14.6587 13.6163 22.7514 1.01 0.37 -1.53 -0.25
H 9.0419 11.1280 17.8081 -0.21 0.22 0.17 0.29
H 9.6790 9.1357 17.0335 -0.11 -0.46 1.39 0.54
H 13.8981 13.8606 18.7696 -0.99 0.00 -0.55 0.36
C 12.8481 12.1813 11.2056 -0.10 -2.25 -3.25 -0.59
C 13.4292 12.6492 8.4667 0.02 0.74 2.64 -0.55
H 10.5983 17.1355 20.2853 0.08 -0.17 -0.91 0.35
H 11.9176 15.5501 22.6516 -0.58 0.36 0.16 0.38
C 7.1710 14.8863 14.6253 0.83 -3.70 0.13 0.26
C 5.6609 17.0135 9.8368 -1.00 0.96 -0.68 -1.20
F 3.6054 16.1934 13.1692 -0.05 -0.48 0.89 -0.38
H 13.1375 10.4768 8.2114 -0.17 0.12 -0.41 0.37
C 5.0463 15.9138 15.1459 -0.53 -0.13 -0.86 -0.68
O 8.7037 12.8608 16.7781 0.25 -3.48 0.66 -0.49
C 13.0888 14.5581 11.7535 0.26 0.33 0.64 -1.91
C 7.0794 17.0850 10.2156 1.11 -0.90 1.61 1.00
O 9.8401 6.9153 16.6166 -0.11 -1.71 -0.93 -0.64
C 12.1277 15.0166 19.1615 1.03 -0.19 0.59 0.15
C 9.2842 10.1138 13.3322 0.12 -1.06 -0.79 -0.64
H 5.0361 17.3633 10.6763 0.22 -0.31 -0.38 0.28
C 12.7894 11.1446 10.2108 0.80 1.85 0.71 -0.51
Fe 8.9425 14.0790 15.1253 1.20 0.98 -0.09 0.82
H 9.6639 7.9859 12.9125 -0.20 0.63 0.26 0.43
C 12.5556 13.9853 17.0113 -0.78 0.47 -0.65 -0.91
H 12.6672 10.1469 10.5553 -0.41 -0.66 0.29 0.43
C 10.5933 15.4224 17.2872 1.69 -1.22 -0.22 -0.23
C 5.4112 14.6662 13.0612 -2.72 0.84 -0.28 -0.06
C 8.9468 17.0155 17.2626 0.72 -1.23 0.35 -0.52
H 11.7386 14.6577 25.0562 0.31 0.17 -0.34 0.32
C 9.6090 8.4500 15.0480 -0.54 0.68 -2.05 -0.32
C 13.1638 13.5036 10.8473 0.09 -0.12 -0.64 0.83
H 13.6915 12.9427 7.4826 0.13 0.03 -0.82 0.42
H 4.3463 16.3683 15.8569 0.33 0.18 -0.42 0.38
H 9.2606 10.3530 12.2539 -0.08 0.44 0.87 0.38
H 8.1734 17.4601 16.6674 -0.41 0.29 0.04 0.57
C 12.5931 14.4469 24.4013 -0.55 0.51 -0.02 -0.45
N 9.5206 15.9509 16.7373 -1.35 0.47 -1.66 0.16
S 8.9810 16.4554 13.5377 0.39 0.89 -2.05 -0.30
H 11.4923 16.6090 9.4423 -0.45 0.30 -0.28 0.01
C 13.0742 11.3432 8.8480 0.38 1.18 1.19 -0.53
H 13.4702 15.5656 11.5963 -0.18 -0.36 -0.28 0.41
C 12.6658 14.9520 23.1163 0.91 -1.07 -0.46 -0.48
C 9.5085 8.7966 13.6367 0.04 0.22 1.73 -0.41
C 6.6157 14.2246 13.4575 0.88 2.33 1.77 -0.84
O 10.9764 14.0757 15.2551 -0.79 0.63 0.36 -0.71
H 8.9152 18.3936 18.8535 -0.15 -0.04 0.41 0.33
Br 13.3392 12.8996 26.6129 0.21 -0.31 0.58 -0.28
H 5.5266 17.6858 8.9670 -0.33 -0.37 0.27 0.44
C 9.3685 16.8880 9.6518 1.38 0.31 1.63 0.97
H 7.1947 13.6042 12.8024 0.38 -0.41 0.09 0.44
C 14.6515 13.2853 24.0821 1.19 -1.75 0.38 -0.22
C 9.3517 17.4609 18.5215 0.24 1.01 0.33 -1.04
H 5.3394 15.9948 9.5439 0.35 0.44 0.23 0.19
O 9.8539 6.2356 14.4804 -0.32 0.84 2.04 -0.67
C 8.1235 17.2800 9.2587 -0.90 -0.77 0.57 -1.23
N 9.5802 16.4563 10.9317 -0.39 -0.16 -0.62 0.16
C 10.6265 16.9572 8.8522 0.08 -0.21 -0.40 -0.90
C 9.1604 10.7147 15.7437 -0.04 0.16 -1.44 0.73
C 11.3624 14.4982 16.4398 0.62 -0.76 1.24 0.66
C 9.4729 9.3996 16.0436 -0.15 0.12 -1.52 -0.63
N 12.4169 15.1306 20.5145 -1.22 0.84 -1.89 -0.10
H 4.9374 14.3105 12.1459 0.05 0.18 -0.05 0.38
C 13.6541 14.4311 22.1903 -0.97 -0.20 0.09 0.00
O 9.1021 12.3946 13.9575 -0.59 -3.54 0.91 -0.70
N 9.7499 7.0933 15.3973 1.04 -0.07 -0.08 0.96
H 12.7318 14.3377 12.7414 -0.19 -0.01 0.42 0.63
H 10.4364 16.1963 8.0948 0.61 0.32 -0.68 0.31
C 4.6483 15.5710 13.8538 1.14 -0.24 -0.58 0.24
N 7.3316 16.8557 11.5086 -2.29 0.64 -2.64 -0.19
Cl 13.7923 15.2565 8.9492 0.61 1.26 -0.67 -0.23
H 6.5809 15.6918 16.5789 0.55 0.11 -0.47 0.48
C 13.5774 13.5996 24.8835 -0.36 0.69 -0.18 0.14
N 13.5044 14.4989 20.8143 1.29 -0.27 2.52 -0.47
H 15.4272 12.5940 24.4772 -0.51 0.60 -0.30 0.27
C 9.1286 11.1226 14.3539 0.46 3.76 -1.34 0.42
C 8.5491 16.6103 11.8894 3.55 -0.69 3.35 -0.26
C 13.5147 13.6782 9.4784 -1.03 -2.39 -1.31 0.66
H 15.4365 13.2553 22.0184 -0.77 0.25 1.11 0.28
H 7.8392 17.4060 8.2315 0.32 0.44 -0.32 0.35
C 11.0341 15.7513 18.6039 -0.11 0.31 0.46 0.60
C 12.9423 14.2061 18.3241 -0.18 0.76 0.29 -0.54
```
Positions in Å, forces in eV/Å.

E_LUMO (spin up / spin down): 3.150 / 2.131 eV
Energy above the lowest of the compared OMol25 structures with the same formula, charge and spin: 0.0 kJ/mol
Total charge: -2
Spin multiplicity: 5
<S²>: 6.474
E_HOMO (spin up / spin down): 0.10 / -1.27 eV
Kohn-Sham gap (spin up / spin down): 0.1122 / 0.1252 Ha
Calculated total energy: -7081.4562 hartree

Q: Which of these has the highest total charge?
A: C41H30F10N7O2SYb

Q: Among the records above, which one has the highest total charge?
A: C41H30F10N7O2SYb

Q: Among the records above, which one has the lowest total charge?
A: C41H31BrClFFeN6O5S

Q: Number 2 is which compound?
A: C41H31BrClFFeN6O5S